Below is C2AsBaF6OS3 as an isolated structure, with properties calculated with ωB97M-V with the def2-TZVPD basis set.

The energy above the lowest of the compared OMol25 structures with the same formula, charge and spin comes out at 30.29 kJ/mol. Its calculated total energy is -4206.66847 a.u. The HOMO energy (spin up / spin down) is -9.34 / -9.50 eV. As for the HOMO-LUMO gap (spin up / spin down): 0.305 / 0.251 Ha. As for the LUMO energy (spin up / spin down): -1.056 / -2.667 eV. Its maximum force is 0.29 eV/Å.

Structure (ORCA input):
```
! RIJCOSX wB97M-V def2-TZVPD def2/J DEFGRID3
* xyz 0 2
Ba 0.81 -0.75 0.21
S -2.93 -2.72 -2.42
C -1.55 -2.26 -1.55
S -1.69 -2.48 0.13
S -0.24 -1.72 -2.48
F -0.50 1.49 0.13
As 0.40 2.75 1.05
F -0.95 3.78 1.05
F 0.98 3.33 -0.44
F 1.40 3.78 1.95
F 1.74 1.50 1.00
F -0.13 1.92 2.48
O 1.29 -4.84 -0.73
C 1.38 -3.78 -0.37
*
```